Entry 1:
ORCA calculation (the ωB97M-V functional and the def2-TZVPD basis) on C2H2N4O in the gas phase in a non-equilibrium geometry.

- Energy above the lowest of the compared OMol25 structures with the same formula, charge and spin: 376.8 kJ/mol
- SMILES: O=c1cn[nH]nn1
- Total charge: 0
- Orbital gap: 8.86 eV
- Electronic energy: -10108.39966 eV

CARTESIAN COORDINATES (ANGSTROEM)
N  0.5921  1.3034  0.9304
C  0.9938  -0.5890  -0.2907
N  -0.7192  1.0233  0.8897
O  -0.6783  -1.4536  -1.6771
N  1.5596  0.3852  0.4028
H  0.6720  2.4858  1.3115
C  -0.5237  -0.7208  -0.5812
H  1.4911  -1.6778  -0.5116
N  -1.3692  -0.0433  0.3269

=====

Entry 2:
ORCA calculation (the ωB97M-V functional and the def2-TZVPD basis) on 2 unconnected molecules or ions with the total composition C4H13N3 in a non-equilibrium geometry.

- Energy above the lowest of the compared OMol25 structures with the same formula, charge and spin: 113.7 kJ/mol
- SMILES: [H]/N=C/NC.CCN
- Total charge: 0
- Orbital gap: 9.77 eV
- Electronic energy: -8828.23448 eV

CARTESIAN COORDINATES (ANGSTROEM)
H  1.0812  2.0744  -1.8595
N  0.4162  0.4558  3.4848
H  1.1530  -0.7080  0.0073
H  2.0165  -2.1800  0.3546
N  1.3433  -1.2153  2.0695
H  -0.5223  0.6819  3.8457
H  -2.6360  0.4566  -1.3763
N  0.5745  1.1964  -1.8747
H  -1.1818  -0.5864  -0.9895
C  -1.6147  0.1567  -1.7032
H  0.8407  0.6661  -2.7692
H  -1.2468  2.0460  -2.4800
H  2.2022  -0.7897  2.3875
C  0.2719  -0.5735  2.6393
C  1.1546  -1.5768  0.6712
C  -0.8244  1.4362  -1.7219
H  0.2773  -2.2427  0.5843
H  -0.6811  -0.9999  2.2683
H  -0.9342  2.0276  -0.8303
H  -1.6901  -0.3255  -2.7081

=====

Entry 3:
ORCA calculation (the ωB97M-V functional and the def2-TZVPD basis) on 2 unconnected molecules or ions with the total composition C9H14OS in a non-equilibrium geometry.

- Energy above the lowest of the compared OMol25 structures with the same formula, charge and spin: 115.2 kJ/mol
- SMILES: Cc1ccc(O)cc1.CCS
- Total charge: 0
- Orbital gap: 9.42 eV
- Electronic energy: -22441.45307 eV

CARTESIAN COORDINATES (ANGSTROEM)
H  1.5446  -2.0758  2.7599
C  -2.0457  -0.6163  0.2512
S  2.6525  2.2735  -0.9797
O  -3.1577  0.0626  -0.2462
H  0.0728  2.5329  0.0688
C  -0.0017  -0.5505  1.4178
C  1.0627  2.0213  -1.8630
C  -0.6602  -2.5539  0.3167
H  0.8572  0.0007  1.7906
H  -2.5448  -2.5276  -0.6575
C  0.2545  -1.8915  1.1237
H  -1.4907  1.0106  1.5515
H  1.2589  -3.6473  1.8059
H  -0.4392  -3.5384  -0.0822
C  1.4240  -2.5713  1.8173
H  1.1021  0.9833  -2.1732
C  -0.1385  2.3427  -0.9925
H  -0.8303  3.1278  -1.2653
H  2.3086  -2.5201  1.1743
C  -1.8550  -1.9463  -0.0622
H  1.1177  2.6417  -2.7248
H  3.2007  1.0546  -1.0574
H  -3.0744  0.0982  -1.2007
C  -1.1726  0.1060  1.0571
H  -0.5505  1.3613  -0.7245

=====

Entry 4:
ORCA calculation (the ωB97M-V functional and the def2-TZVPD basis) on 2 unconnected molecules or ions with the total composition C25H28NO8S in a non-equilibrium geometry.

- Energy above the lowest of the compared OMol25 structures with the same formula, charge and spin: 0.0 kJ/mol
- Total charge: -1
- Orbital gap: 5.63 eV
- Electronic energy: -55084.70517 eV

CARTESIAN COORDINATES (ANGSTROEM)
H  -2.3217  6.7192  1.9828
O  -1.9740  -1.3601  -3.6499
C  1.7607  -3.7377  -1.0124
C  -1.3809  -1.9522  -1.1854
C  4.7186  -1.9368  2.8006
H  4.0571  -2.4579  2.0966
H  5.2724  1.3544  3.3112
O  -0.3050  5.0937  1.3261
H  -3.0506  6.7460  0.3513
C  0.5042  4.0370  0.9933
S  -2.5000  -1.2768  -2.3070
H  3.0354  1.0734  -1.4138
H  2.3418  -3.9749  1.0534
O  1.5113  3.8415  1.6489
C  0.1189  3.2613  -0.2261
H  5.7535  -2.2713  2.6374
C  -4.0003  -3.3746  -3.4713
C  3.8269  0.2592  0.4099
H  0.5627  1.5359  2.0668
H  1.6295  -5.4403  0.3380
H  3.2698  -4.9449  -0.0973
O  -1.2711  5.1761  -0.7946
H  4.4284  -2.2045  3.8305
C  3.6330  0.0862  1.8031
C  2.2676  -4.5736  0.1382
C  -2.5310  4.1371  1.0323
H  -6.9046  -2.9808  -0.9351
C  -6.0876  -3.1135  -1.6441
C  -2.1165  6.6165  0.9108
H  -4.9219  -1.5142  -0.7833
O  -0.4947  3.8679  -2.4411
H  -1.8772  -2.6922  -0.5620
C  2.4201  0.5342  2.3768
H  -5.2144  -4.9104  -4.3863
C  -6.1831  -4.0750  -2.6534
H  5.1133  0.0883  4.5742
H  -3.4696  4.2942  0.4886
H  6.4792  0.0352  3.4233
C  -1.5515  5.2165  0.6178
O  0.8047  -1.4993  -2.1236
H  -2.7228  4.2348  2.1070
H  -7.0666  -4.7211  -2.7247
C  1.6485  1.3479  0.2080
O  -3.0872  -0.0508  -1.8074
C  -3.8901  -2.4457  -2.4237
C  0.6942  2.0740  -0.6028
H  -1.4018  7.3872  0.6003
C  -0.5792  4.0815  -1.2554
H  2.4006  -2.8601  -1.1364
C  5.4138  0.2890  3.5327
C  1.4628  1.1509  1.5945
C  -5.1348  -4.1869  -3.5724
H  1.7907  -4.3197  -1.9423
C  -4.9588  -2.2971  -1.5368
H  2.2662  0.4011  3.4501
C  0.0349  -2.1698  -1.4450
H  0.4742  1.7225  -1.6048
O  0.4085  -3.3088  -0.7699
C  2.8534  0.8700  -0.3616
H  -2.1465  3.1341  0.8167
N  4.6319  -0.5007  2.5969
H  4.7770  -0.0685  -0.0177
H  -3.2221  -3.4466  -4.2308

=====

Entry 5:
ORCA calculation (the ωB97M-V functional and the def2-TZVPD basis) on a gas-phase ion, C5H11N (charge +1) in a non-equilibrium geometry.

- Energy above the lowest of the compared OMol25 structures with the same formula, charge and spin: 340.1 kJ/mol
- Total charge: +1
- Orbital gap (alpha / beta): 8.70 / 4.60 eV
- Electronic energy: -6842.50739 eV
- Multiplicity: 2

CARTESIAN COORDINATES (ANGSTROEM)
C  0.6756  -0.3122  -0.0504
H  0.9529  -1.1304  -0.8076
H  1.6464  0.1726  0.1476
H  0.8462  -2.8605  2.3080
H  -0.8658  1.1640  -2.5858
H  -1.7998  2.1619  -0.1493
C  0.2862  -1.0529  1.1540
H  -1.1851  1.4791  1.2828
H  -1.4609  -0.0364  -0.6796
C  -0.8900  1.7457  0.2970
C  0.7269  -2.3590  1.2816
N  -0.0767  1.0238  -1.9039
C  -0.5367  0.5079  -0.5298
H  0.3047  1.9244  -1.8557
H  -0.5194  -0.7220  1.8457
H  1.1141  -2.9582  0.6160
H  -0.0686  2.4618  0.2904

=====

Entry 6:
ORCA calculation (the ωB97M-V functional and the def2-TZVPD basis) on a molecular structure, H23O12 in a non-equilibrium geometry.

- Energy above the lowest of the compared OMol25 structures with the same formula, charge and spin: 159.3 kJ/mol
- Total charge: 0
- Orbital gap (alpha / beta): 10.52 / 5.33 eV
- Electronic energy: -24938.57613 eV
- Multiplicity: 2

CARTESIAN COORDINATES (ANGSTROEM)
O  -1.2426  -1.7018  2.1005
H  3.5390  -2.2820  -0.7844
H  -3.2463  1.7504  0.9131
O  3.0499  2.4636  0.0451
H  -2.2952  0.9254  1.9940
H  0.7206  3.1893  -2.8961
H  1.2385  -0.2363  1.7446
O  0.6240  3.2207  -3.8545
O  3.1264  -2.9927  -1.3024
H  -0.0209  1.8248  3.9949
H  0.7580  -0.5872  -1.0069
O  -2.5734  1.7622  1.5912
H  1.7544  0.6190  -2.9716
H  -3.8049  -0.6730  0.4710
H  2.9362  -3.7549  -0.7774
O  -1.9575  0.1253  -1.2890
H  -3.9616  0.2026  -0.4999
H  2.5865  2.2504  0.9644
O  0.4295  0.0481  1.3671
H  0.5897  2.2861  -3.9950
H  -1.2571  2.3811  3.4936
O  0.6770  0.3555  -0.9956
H  -0.4521  -1.0806  1.9672
H  -0.4254  -2.9336  0.9548
O  -0.8009  2.2602  4.3551
H  -1.8871  -0.6058  -1.9149
O  0.3119  -3.5697  1.0783
O  -4.6018  -0.2881  0.0663
H  2.1804  -0.8892  -3.1488
H  0.4371  -4.1626  0.3397
H  0.2908  0.1949  0.1371
O  2.4793  0.0124  -3.2718
H  -1.0758  -2.2460  2.8548
H  -1.0218  0.3865  -1.1658
H  2.8955  1.7448  -0.5589

=====

Entry 7:
ORCA calculation (the ωB97M-V functional and the def2-TZVPD basis) on a molecular structure, C31H29F10N4O2RuS3 in a non-equilibrium geometry.

- Total charge: 0
- Orbital gap (alpha / beta): 7.62 / 4.85 eV
- Electronic energy: -104928.33587 eV
- Multiplicity: 6

CARTESIAN COORDINATES (ANGSTROEM)
H  0.8410  -2.3757  -5.5646
H  3.5667  -4.6528  -2.7848
C  0.8454  3.8341  -1.6799
N  2.3771  -0.2911  1.9097
C  -2.6453  -0.8576  1.3180
F  -4.8064  -0.5624  0.4421
Ru  0.3387  0.2791  0.2440
C  2.1104  2.1513  1.9595
H  0.8386  4.5690  -2.4781
C  2.3344  0.8749  2.7843
F  -4.1657  -2.6042  4.6609
C  -2.9559  -2.9663  -1.5142
C  0.2462  -1.8784  -4.8115
C  -1.1453  4.7598  3.4094
C  3.7249  -0.4771  1.3948
C  -0.0835  3.9496  3.0435
F  -2.1325  -0.3257  0.1738
H  1.7204  -4.0621  -1.1700
C  4.0956  -2.5832  -3.1008
H  -3.4170  -3.5390  -0.7147
H  4.0510  0.4041  0.8495
C  2.7250  -1.0147  -1.8879
N  0.7561  2.1901  1.4783
F  -3.3847  5.5047  3.1051
N  -0.4125  -1.0317  2.0849
H  -0.0348  -0.1013  -5.9673
C  3.3614  -3.6255  -2.5316
C  -4.0104  -0.9850  1.4338
C  -2.4978  3.8253  1.6736
F  -1.0004  5.5971  4.4445
H  4.2981  -0.4455  -3.1918
H  1.5043  0.7815  3.4835
O  -0.5801  -4.0908  -1.2780
H  2.3846  3.0212  2.5569
N  2.0448  -2.0575  -1.3374
F  -1.6160  2.0987  0.3428
H  -3.4181  -1.9881  -1.5841
C  -1.2604  -0.5829  -2.8596
H  4.9086  -2.7881  -3.7805
C  -3.6771  -2.0161  3.5619
H  2.7629  2.1182  1.0805
C  -2.3617  4.7231  2.7319
S  2.3260  0.5851  -1.4409
C  -0.2374  -0.6011  -5.0341
F  1.0399  4.0643  3.7915
C  -1.6996  -1.2575  2.2992
H  1.8553  3.4848  -1.4978
C  -0.0525  -2.5170  -3.6200
H  -1.5853  3.9187  -3.3600
H  4.4322  -0.6639  2.2157
C  -4.5537  -1.5645  2.5782
F  -5.8787  -1.6930  2.7294
F  -3.6523  3.7514  0.9948
S  -1.1575  -2.7546  -1.0935
H  0.2947  -2.6089  3.2689
H  2.6223  -1.8160  3.3618
H  0.4430  -0.9995  3.9919
H  0.2741  -3.5272  -3.4283
H  3.2672  0.9759  3.3551
H  -1.3958  1.0171  -4.2804
H  -3.0369  -3.5045  -2.4516
C  -2.3090  -1.8714  3.4372
S  -0.1267  2.4000  -2.2066
F  -1.5749  -2.3375  4.4732
C  1.9533  -1.5419  2.5283
C  -0.1632  3.0109  1.9688
H  0.4322  4.2558  -0.7696
C  -0.7986  -1.8708  -2.6511
C  2.3528  -3.3291  -1.6504
C  -1.0002  0.0364  -4.0716
C  3.7676  -1.2879  -2.7782
H  -1.8450  -0.0777  -2.1049
H  3.7590  -1.3311  0.7214
O  1.0741  -1.8491  -0.5019
H  2.0307  -2.3126  1.7577
H  -1.9942  3.8250  -1.6280
C  -1.4445  3.0058  1.3408
H  -2.4605  2.5068  -2.7140
C  0.5213  -1.5574  3.0462
C  -1.7070  3.2583  -2.5062

=====

Entry 8:
ORCA calculation (the ωB97M-V functional and the def2-TZVPD basis) on C5H6 in the gas phase in a non-equilibrium geometry.

- Energy above the lowest of the compared OMol25 structures with the same formula, charge and spin: 226.9 kJ/mol
- SMILES: C#CC(=C)C
- Total charge: 0
- Orbital gap: 9.62 eV
- Electronic energy: -5278.84791 eV

CARTESIAN COORDINATES (ANGSTROEM)
C  -0.1666  -0.2973  0.0147
H  -3.7044  0.4691  0.1813
C  -2.7504  0.1137  -0.0021
H  0.1155  -2.4152  -0.2075
C  0.5320  -1.5292  -0.0365
H  0.4655  1.7515  0.6571
C  -1.5653  -0.0665  -0.0033
H  1.7446  0.8527  0.1556
C  0.6503  0.9548  -0.0004
H  0.3576  1.5107  -0.8878
H  1.5246  -1.4413  0.2059